Entry from the Open Molecules 2025 dataset: one molecule with the formula C24H23N3O5 (ωB97M-V/def2-TZVPD).

Last columns: bonded neighbours and bond lengths (Å).
Element x y z (Å)
1 C 7.74 0.10 -1.10  O2 1.359, H33 1.138, H34 1.174, H35 1.111
2 O 7.05 1.10 -0.51  C1 1.359, C3 1.490
3 C 5.70 0.59 -0.12  O2 1.490, C4 1.559, C32 1.466
4 C 5.11 -0.81 -0.49  C3 1.559, C5 1.519, H36 1.003
5 C 3.76 -1.00 0.17  C4 1.519, C6 1.442, H37 0.959
6 C 2.97 -0.09 0.97  C5 1.442, C7 1.383, C31 1.539
7 C 1.61 -0.20 1.18  C6 1.383, C8 1.580, C30 1.422
8 C 1.51 -1.61 1.88  C7 1.580, C9 1.464, H38 0.970
9 C 0.21 -1.70 2.54  C8 1.464, O10 1.236, O11 1.361
10 O -0.09 -2.82 2.97  C9 1.236
11 O -0.89 -0.91 2.43  C9 1.361, C12 1.310
12 C -0.61 0.06 1.60  O11 1.310, C13 1.508, C30 1.322
13 C -1.82 0.94 1.38  C12 1.508, C14 1.613, H39 1.122
14 C -1.60 2.17 0.36  C13 1.613, O15 1.532, C28 1.199
15 O -2.77 3.00 -0.19  C14 1.532, C16 1.493
16 C -3.89 2.75 0.77  O15 1.493, C17 1.663, H40 0.995, H41 1.098
17 C -4.85 1.40 0.73  C16 1.663, O18 1.102, N19 1.425
18 O -5.66 1.15 1.43  C17 1.102
19 N -4.38 0.74 -0.45  C17 1.425, C20 1.490, H42 0.998
20 C -5.02 -0.59 -0.60  N19 1.490, C21 1.634, H43 1.027, H44 1.212
21 C -4.25 -1.97 -0.17  C20 1.634, C22 1.625, H45 1.123, H46 0.860
22 C -3.29 -2.44 -1.40  C21 1.625, N23 1.388, H47 0.911, H48 1.294
23 N -2.19 -1.60 -1.30  C22 1.388, C24 1.223, C27 1.542
24 C -1.05 -1.70 -0.87  N23 1.223, C25 1.440, H49 1.054
25 C -0.09 -0.89 -1.56  C24 1.440, N26 1.628, H50 0.931
26 N -1.08 0.06 -2.44  C25 1.628, C27 1.249
27 C -2.17 -0.53 -2.41  N23 1.542, N26 1.249, H51 1.193
28 C -0.51 2.44 -0.05  C14 1.199, C29 1.355, H52 1.044
29 C 0.60 1.66 0.03  C28 1.355, C30 1.502, H53 1.095
30 C 0.48 0.66 1.15  C7 1.422, C12 1.322, C29 1.502
31 C 3.61 1.31 0.92  C6 1.539, C32 1.339, H54 1.297
32 C 4.85 1.60 0.51  C3 1.466, C31 1.339, H55 1.078
33 H 7.38 -0.21 -2.14  C1 1.138
34 H 7.97 -0.88 -0.49  C1 1.174
35 H 8.74 0.55 -1.28  C1 1.111
36 H 5.82 -1.33 -0.97  C4 1.003
37 H 3.41 -1.84 -0.13  C5 0.959
38 H 2.32 -2.06 2.18  C8 0.970
39 H -2.83 0.77 1.83  C13 1.122
40 H -4.58 3.37 0.41  C16 0.995
41 H -3.76 3.04 1.82  C16 1.098
42 H -3.63 0.86 -1.09  N19 0.998
43 H -5.84 -0.73 -0.01  C20 1.027
44 H -5.27 -0.64 -1.79  C20 1.212
45 H -3.66 -1.62 0.72  C21 1.123
46 H -4.87 -2.42 0.21  C21 0.860
47 H -3.75 -2.69 -2.15  C22 0.911
48 H -2.86 -3.52 -0.83  C22 1.294
49 H -0.75 -2.58 -0.38  C24 1.054
50 H 0.83 -0.76 -1.62  C25 0.931
51 H -3.12 -0.18 -3.05  C27 1.193
52 H -0.51 3.26 -0.69  C28 1.044
53 H 1.58 2.04 -0.29  C29 1.095
54 H 3.01 2.23 1.62  C31 1.297
55 H 5.39 2.49 0.79  C32 1.078

Properties
- LUMO: -0.038 hartree
- HOMO: -7.955 eV
- SMILES: COc1ccc(-c2cc(=O)oc3cc(OCC(=O)NCCCn4ccnc4)ccc23)cc1
- HOMO-LUMO gap: 6.928 eV
- Energy above the lowest of the compared OMol25 structures with the same formula, charge and spin: 21.097 eV